Record 1
{
  "formula": "C17H21NO7",
  "method": "ωB97M-V/def2-TZVPD",
  "species": ["C", "C", "C", "C", "C", "C", "O", "C", "C", "C", "O", "O", "C", "C", "C", "O", "N", "C", "O", "H", "H", "H", "H", "H", "H", "H", "H", "H", "H", "H", "C", "O", "C", "C", "O", "C", "H", "H", "H", "H", "H", "H", "H", "H", "H", "H"],
  "xyz": [[-2.871757, 4.252616, -0.731694], [-2.779647, 2.752878, -0.750210], [-2.350737, 2.044966, 0.368624], [-2.236926, 0.652690, 0.399522], [-1.666246, 0.015842, 1.651012], [-0.240588, 0.505143, 1.830975], [0.694694, -0.054921, 1.327709], [-2.589575, -0.115684, -0.718849], [-2.511230, -1.622142, -0.722843], [-3.286816, -2.310440, 0.372465], [-2.938546, -3.316698, 0.910966], [-4.531115, -1.759565, 0.614506], [-2.997094, 0.590545, -1.833737], [-3.087020, 1.981415, -1.857753], [-3.549681, 2.397587, -3.215838], [-3.750945, 3.494841, -3.661121], [-3.753558, 1.206792, -3.919337], [-3.400258, 0.077585, -3.182699], [-3.449103, -1.052450, -3.591845], [-1.887000, 4.694324, -0.575894], [-3.288923, 4.625269, -1.661981], [-3.518094, 4.578052, 0.085280], [-2.087993, 2.606334, 1.259348], [-2.266546, 0.287427, 2.522543], [-1.598599, -1.067909, 1.589342], [-0.085266, 1.422836, 2.425853], [-2.952111, -1.985147, -1.654368], [-1.479306, -1.974015, -0.715722], [-4.427809, -0.922386, 1.083213], [-3.791988, 1.188413, -4.926577], [5.880961, -2.157189, -0.501322], [4.801610, -1.252121, -0.379600], [3.715879, -1.762110, 0.380986], [3.703130, -1.209153, 1.786631], [4.822268, -1.653357, 2.541667], [5.846771, -0.686407, 2.654776], [6.707142, -1.617741, -0.961833], [6.201148, -2.536759, 0.472478], [5.611911, -3.003106, -1.143664], [3.751965, -2.855734, 0.412099], [2.790506, -1.464521, -0.119709], [2.800849, -1.558251, 2.294831], [3.668755, -0.116379, 1.754976], [5.532825, 0.143227, 3.298488], [6.137198, -0.289377, 1.678556], [6.706862, -1.175223, 3.109751]],
  "forces_ev_per_a": [[-0.2, -0.1, 0.0], [0.0, 0.1, -0.1], [0.0, -0.3, 0.1], [0.0, 0.2, 0.1], [0.1, 0.1, 0.1], [0.1, -0.1, -0.1], [0.0, 0.0, 0.0], [0.1, -0.1, 0.0], [0.1, 0.1, -0.2], [-0.1, -0.1, 0.0], [-0.1, 0.1, -0.1], [0.2, -0.2, 0.3], [-0.1, 0.2, 0.0], [0.0, -0.2, 0.1], [-0.2, -0.2, -0.1], [0.1, 0.1, 0.0], [0.4, 0.0, 0.1], [-0.2, 0.1, -0.1], [0.1, 0.0, 0.0], [0.0, 0.0, 0.0], [0.1, 0.1, 0.0], [0.1, 0.0, 0.0], [0.0, 0.0, 0.0], [0.0, 0.0, 0.0], [-0.1, 0.0, -0.1], [-0.1, 0.1, 0.0], [0.0, 0.0, 0.0], [0.0, 0.0, 0.2], [-0.1, 0.2, -0.2], [-0.3, 0.0, 0.0], [0.0, 0.0, 0.0], [0.0, 0.0, 0.0], [0.0, 0.1, -0.1], [0.0, -0.1, 0.1], [0.0, 0.0, -0.1], [0.0, 0.0, 0.0], [0.0, 0.0, 0.0], [0.0, 0.0, 0.0], [0.0, 0.0, 0.0], [0.0, 0.0, 0.0], [0.0, 0.0, 0.0], [0.0, 0.0, 0.0], [0.0, 0.0, 0.0], [0.0, 0.0, 0.0], [0.0, 0.0, 0.0], [0.0, 0.0, 0.0]],
  "lowdin_charge": [-0.015, -0.174, 0.029, -0.149, -0.085, -0.231, 0.076, -0.090, -0.025, -0.508, 0.145, 0.088, -0.015, -0.030, -0.369, 0.123, 0.190, -0.362, 0.124, 0.093, 0.069, 0.090, 0.130, 0.131, 0.113, 0.129, 0.125, 0.146, 0.108, 0.169, -0.116, -0.189, -0.202, -0.213, -0.189, -0.117, 0.088, 0.083, 0.088, 0.127, 0.118, 0.117, 0.123, 0.087, 0.083, 0.088],
  "e_above_lowest_kcal_mol": 46.4,
  "max_force_ev_per_a": 0.427,
  "molar_mass_g_mol": 351.35,
  "smiles": "Cc1cc(CC=O)c(CC(=O)O)c2c1C(=O)NC2=O.COCCOC",
  "e_lumo_ev": -0.83,
  "e_homo_ha": -0.3329,
  "total_energy_ev": -33791.921
}


Record 2
{
  "formula": "C17H22Cl2O5Ti",
  "method": "ωB97M-V/def2-TZVPD",
  "species": ["C", "C", "C", "C", "C", "C", "C", "C", "C", "C", "Ti", "Cl", "Cl", "O", "H", "H", "H", "H", "H", "H", "H", "H", "H", "H", "H", "H", "H", "H", "H", "H", "O", "H", "O", "C", "C", "C", "C", "C", "C", "C", "O", "O", "H", "H", "H", "H", "H"],
  "xyz": [[0.167343, -1.525811, -3.015006], [1.029419, -0.390349, -3.156768], [0.224661, 0.789247, -3.088280], [2.490081, -0.430657, -3.250095], [-1.138351, 0.376607, -3.005574], [-1.171487, -1.047709, -2.938085], [-2.373773, -1.870268, -2.685418], [0.617045, -2.919006, -2.796802], [0.710930, 2.181402, -3.044655], [-2.318924, 1.264547, -2.970287], [-0.437171, -1.280846, 0.897956], [3.235408, 1.467274, -0.749403], [1.655079, -1.713827, 0.287183], [-1.460165, -0.103271, -0.053329], [2.875312, -1.434468, -3.040677], [2.906224, 0.265099, -2.466633], [2.868318, -0.080359, -4.221238], [1.622097, 2.228680, -2.408447], [-0.065223, 2.838808, -2.623530], [0.964250, 2.551246, -4.052835], [-2.089589, 2.223514, -2.486058], [-3.157303, 0.788896, -2.445121], [-2.661014, 1.487966, -3.993571], [-3.124367, -1.293603, -2.129162], [-2.127606, -2.764916, -2.098361], [-2.842011, -2.210949, -3.621268], [1.557280, -2.928904, -2.227562], [0.789622, -3.454812, -3.741090], [-0.132222, -3.482179, -2.223471], [-1.265407, 0.842555, 0.116414], [-1.187458, -2.876279, 0.621882], [-1.653291, -3.699677, 0.826511], [0.412117, 2.857962, 3.247877], [0.428814, 2.045233, 4.315875], [0.300079, 2.582335, 5.605008], [0.346560, 1.740853, 6.704542], [0.551347, 0.364258, 6.554768], [0.606188, -0.189776, 5.279246], [0.566522, 0.637373, 4.160792], [0.210537, 0.084650, 2.877357], [-0.446556, -1.054087, 2.846885], [0.471501, 0.665215, 1.768110], [0.491167, 2.259943, 2.460406], [0.050803, 3.630950, 5.733891], [0.217986, 2.137144, 7.706278], [0.570887, -0.300754, 7.420935], [0.714329, -1.259265, 5.100810]],
  "forces_ev_per_a": [[-0.3, 1.6, 0.0], [-1.9, -0.1, 0.4], [-0.7, -1.8, -0.2], [1.0, 0.8, 0.8], [1.1, -0.9, 0.2], [0.9, 0.7, 0.0], [-0.3, -0.1, -0.1], [0.2, -0.3, -0.1], [0.6, 0.4, 0.0], [-0.2, 0.1, -0.2], [0.4, 0.4, -2.5], [0.5, 0.6, 0.9], [-0.3, 0.1, 0.3], [0.4, -0.2, 1.5], [0.1, 0.0, -0.2], [-0.1, -0.8, -0.9], [0.1, -0.2, -0.1], [-0.5, 0.2, -0.4], [0.2, 0.1, -0.1], [0.0, 0.2, 0.1], [-0.2, 0.0, 0.0], [0.0, 0.2, 0.0], [-0.2, 0.2, 0.1], [0.0, -0.2, 0.0], [-0.1, 0.0, 0.0], [-0.2, -0.1, 0.0], [-0.2, -0.2, -0.1], [0.1, -0.2, 0.0], [0.1, -0.1, 0.0], [0.1, -0.7, -0.5], [-0.6, -0.3, 0.7], [0.4, 0.7, -0.2], [-0.2, -0.5, 0.3], [0.5, -0.2, -0.1], [-0.3, -0.2, 0.1], [0.2, -0.4, -0.2], [-0.1, -0.5, -0.1], [0.3, 0.3, 0.3], [-0.9, 1.0, 0.9], [0.2, -0.4, -2.3], [0.6, 0.8, 0.2], [-0.9, -0.9, 2.1], [0.2, 0.4, -0.2], [0.3, -0.1, -0.2], [0.0, 0.1, -0.1], [0.1, 0.3, -0.2], [-0.2, 0.2, 0.2]],
  "lowdin_charge": [-0.275, -0.267, -0.254, -0.144, -0.290, -0.291, -0.107, -0.126, -0.111, -0.108, 0.857, -0.473, 0.201, -0.255, 0.050, -0.093, 0.055, -0.029, 0.048, 0.056, 0.049, 0.047, 0.056, 0.049, 0.042, 0.053, 0.021, 0.054, 0.046, 0.055, -0.318, 0.042, 0.090, -0.240, -0.016, -0.098, -0.101, -0.017, -0.073, -0.514, -0.122, -0.072, 0.100, 0.112, 0.094, 0.092, 0.124],
  "e_above_lowest_kcal_mol": 43.4,
  "total_charge": -2,
  "max_force_ev_per_a": 2.601,
  "molar_mass_g_mol": 425.13,
  "e_lumo_ev": [3.96, 3.96],
  "e_homo_ha": [0.0380, 0.0380],
  "total_energy_ev": -76387.863
}


Record 3
{
  "formula": "C17H22ClN5O5S2",
  "method": "ωB97M-V/def2-TZVPD",
  "species": ["C", "C", "H", "H", "C", "N", "C", "N", "N", "C", "O", "H", "S", "C", "C", "O", "N", "C", "C", "C", "C", "C", "C", "Cl", "H", "H", "S", "O", "O", "N", "C", "H", "C", "H", "O", "C", "H", "C", "H", "H", "H", "H", "H", "H", "H", "H", "H", "H", "H", "H", "H", "H"],
  "xyz": [[-7.409340, -1.138185, -0.017744], [-6.302640, -1.750727, -0.866823], [-6.739131, -2.336767, -1.676508], [-5.691606, -2.421015, -0.258608], [-5.407105, -0.681994, -1.496738], [-4.757812, 0.138362, -0.507170], [-3.733337, -0.187624, 0.324779], [-3.410329, 0.794680, 1.115215], [-4.278757, 1.803626, 0.796869], [-5.128266, 1.455104, -0.213003], [-5.992613, 2.104745, -0.740952], [-4.210789, 2.693590, 1.259088], [-2.954491, -1.740409, 0.316034], [-1.860049, -1.549055, 1.764267], [-0.498800, -0.984614, 1.379649], [0.488942, -1.678775, 1.350210], [-0.547328, 0.342403, 1.078996], [0.513190, 1.146689, 0.679799], [1.845776, 0.758457, 0.807623], [2.854393, 1.602665, 0.394437], [2.591982, 2.845614, -0.144846], [1.274036, 3.252687, -0.275086], [0.253015, 2.411461, 0.130807], [-1.381476, 2.942789, -0.063345], [1.034766, 4.218115, -0.692789], [3.412372, 3.471923, -0.454505], [4.546695, 1.045579, 0.609789], [5.401676, 1.931794, -0.132785], [4.801321, 0.873214, 2.008354], [4.434558, -0.468386, -0.090057], [4.584688, -0.472060, -1.530963], [4.131248, 0.441442, -1.916380], [6.064558, -0.541063, -1.923174], [6.176433, -0.685550, -2.999038], [6.699967, -1.642510, -1.311114], [6.615513, -1.564510, 0.095737], [7.139180, -2.441093, 0.480318], [5.156545, -1.546761, 0.556871], [5.093516, -1.379699, 1.631163], [4.660631, -2.486095, 0.293946], [7.111721, -0.648952, 0.452536], [6.552658, 0.395624, -1.619716], [4.047904, -1.342541, -1.921295], [2.096295, -0.203252, 1.220908], [-1.468416, 0.789716, 1.102201], [-1.723417, -2.554399, 2.160975], [-2.380321, -0.912790, 2.477890], [-6.006729, 0.002836, -2.102749], [-4.640232, -1.151374, -2.120427], [-7.994874, -0.434854, -0.604791], [-8.070853, -1.914403, 0.357741], [-6.994849, -0.603641, 0.834406]],
  "forces_ev_per_a": [[0.1, -0.1, -0.1], [0.0, 0.3, 0.0], [0.1, -0.1, 0.0], [0.0, -0.1, -0.1], [-0.3, -0.4, -0.2], [0.2, 0.3, 0.3], [0.3, 0.5, 0.6], [0.1, -0.5, 0.1], [-0.1, -0.2, -0.1], [0.1, 0.1, 0.1], [-0.5, 0.3, -0.3], [-0.1, -0.1, -0.1], [0.1, -0.3, 0.0], [-0.1, -0.1, -0.3], [-0.4, 0.1, 0.1], [0.3, -0.2, 0.0], [-0.3, 0.4, 0.0], [0.4, 0.1, -0.1], [-0.1, -0.1, 0.1], [0.4, 0.0, -0.1], [0.2, 0.0, 0.0], [0.0, -0.1, 0.1], [0.3, 0.0, 0.0], [-0.1, 0.1, -0.1], [0.0, 0.1, 0.0], [0.1, 0.1, -0.1], [-0.5, 0.0, -0.2], [-0.2, 0.0, -0.2], [-0.1, -0.3, 0.1], [0.0, 0.9, 0.6], [0.3, 0.1, -0.5], [0.0, -0.1, -0.2], [-0.2, 0.2, -0.1], [0.0, 0.1, 0.0], [0.0, -0.2, -0.1], [-0.2, -0.1, 0.2], [0.0, 0.1, 0.1], [0.5, -0.2, 0.3], [0.0, -0.2, 0.0], [0.0, 0.1, 0.0], [0.0, -0.1, 0.0], [0.0, -0.1, -0.1], [0.0, 0.1, 0.0], [-0.1, -0.1, 0.0], [0.2, -0.2, 0.1], [0.0, 0.1, 0.0], [0.0, 0.0, 0.1], [0.1, -0.1, 0.0], [-0.1, 0.1, 0.0], [-0.1, 0.1, 0.0], [-0.1, 0.0, 0.1], [0.0, 0.1, 0.1]],
  "lowdin_charge": [-0.093, -0.235, 0.112, 0.080, -0.156, 0.003, -0.611, 0.004, 0.079, -0.504, 0.078, 0.151, 1.029, -0.337, -0.524, 0.082, 0.116, -0.211, 0.023, -0.257, -0.050, -0.087, -0.566, 0.754, 0.109, 0.115, 0.679, -0.285, -0.270, -0.240, -0.163, 0.123, -0.187, 0.129, -0.126, -0.182, 0.129, -0.163, 0.116, 0.135, 0.132, 0.116, 0.135, 0.111, 0.057, 0.087, 0.084, 0.132, 0.123, 0.079, 0.072, 0.073],
  "e_above_lowest_kcal_mol": 5.3,
  "max_force_ev_per_a": 1.059,
  "molar_mass_g_mol": 475.98,
  "smiles": "CCCn1c(SCC(=O)Nc2cc(S(=O)(=O)N3CCOCC3)ccc2Cl)n[nH]c1=O",
  "e_lumo_ev": 0.43,
  "e_homo_ha": -0.3282,
  "total_energy_ev": -69867.479
}


Record 4
{
  "formula": "C17H22FN3O2",
  "method": "ωB97M-V/def2-TZVPD",
  "species": ["C", "N", "C", "C", "N", "C", "N", "O", "C", "C", "C", "C", "C", "C", "C", "H", "F", "H", "H", "H", "H", "H", "H", "H", "C", "C", "C", "H", "C", "H", "O", "C", "C", "H", "H", "H", "H", "H", "H", "H", "H", "H", "H", "H", "H"],
  "xyz": [[0.172525, -1.852306, 4.693478], [-0.147585, -1.396070, 3.359854], [-1.445430, -0.746299, 3.295503], [-1.506256, 0.072215, 2.057299], [-0.976936, 1.237592, 1.852950], [-1.257290, 1.482089, 0.538814], [-1.931570, 0.518293, -0.020069], [-2.101458, -0.410581, 0.960078], [-0.823083, 2.720363, -0.156613], [-0.931131, 2.568283, -1.647607], [-1.988171, 3.130635, -2.349580], [-2.093001, 2.968676, -3.720476], [-1.142966, 2.241425, -4.414548], [-0.096168, 1.684254, -3.703070], [0.026080, 1.834409, -2.335449], [0.858154, 1.379317, -1.820648], [0.841065, 0.976621, -4.367427], [-1.202611, 2.102186, -5.482121], [-2.920430, 3.411850, -4.253424], [-2.737502, 3.699476, -1.819807], [0.205872, 2.925831, 0.147564], [-1.445702, 3.546922, 0.195029], [-2.290309, -1.456499, 3.300031], [-1.532786, -0.072431, 4.150033], [0.049349, -2.426979, 2.349250], [1.447928, -2.310524, 1.732879], [1.597485, -1.007647, 0.944942], [1.450234, -0.151129, 1.603414], [2.986807, -0.952475, 0.310061], [3.096829, -0.070465, -0.324467], [3.224023, -2.056737, -0.532019], [3.130156, -3.277193, 0.161823], [1.749987, -3.477447, 0.791961], [1.729739, -4.426911, 1.329685], [0.998548, -3.509892, 0.000575], [3.338810, -4.054245, -0.576578], [3.900737, -3.318431, 0.949671], [3.751930, -0.916184, 1.102862], [0.847150, -0.977537, 0.150866], [2.184721, -2.309966, 2.544170], [-0.692747, -2.314095, 1.555679], [-0.082814, -3.431282, 2.779931], [-0.537218, -2.606042, 5.069213], [1.168837, -2.288724, 4.685691], [0.175448, -1.001925, 5.373671]],
  "forces_ev_per_a": [[0.0, 0.0, 0.0], [-0.2, 0.1, 0.0], [0.0, -0.3, 0.0], [0.1, 0.7, -0.2], [0.0, -0.2, 0.6], [-0.2, -0.6, 0.3], [0.0, 0.6, -1.0], [0.0, -0.4, 0.8], [-0.1, 0.0, -0.1], [0.0, 0.2, -0.2], [0.0, 0.0, 0.1], [0.0, 0.0, 0.0], [0.1, -0.1, 0.0], [-0.1, 0.1, 0.1], [0.0, 0.0, -0.2], [0.1, -0.1, 0.0], [-0.1, 0.0, 0.1], [0.0, 0.0, -0.1], [-0.1, 0.0, 0.0], [-0.1, 0.1, 0.1], [-0.1, 0.0, 0.0], [0.1, 0.0, 0.0], [0.1, 0.1, 0.1], [-0.1, 0.0, -0.1], [0.4, 0.0, -0.1], [-0.4, -0.1, -0.3], [0.4, -0.1, 0.1], [0.0, 0.1, 0.0], [-0.2, 0.3, 0.1], [0.0, 0.0, 0.1], [0.0, 0.0, -0.2], [-0.2, -0.4, 0.0], [0.4, 0.3, 0.1], [0.0, -0.1, 0.0], [-0.1, -0.1, 0.0], [0.0, 0.0, 0.1], [0.0, 0.0, -0.1], [0.0, 0.0, -0.1], [-0.1, 0.0, -0.1], [0.0, 0.0, 0.0], [0.0, -0.1, 0.0], [-0.1, 0.0, 0.0], [0.0, 0.0, 0.0], [0.1, 0.0, 0.1], [0.0, 0.0, 0.1]],
  "lowdin_charge": [-0.086, -0.213, -0.110, -0.335, 0.212, -0.350, 0.153, 0.030, -0.073, -0.237, -0.045, -0.072, -0.014, -0.265, 0.037, 0.124, 0.059, 0.116, 0.105, 0.111, 0.129, 0.127, 0.138, 0.132, -0.165, -0.310, -0.138, 0.113, -0.208, 0.120, -0.132, -0.215, -0.136, 0.118, 0.127, 0.124, 0.126, 0.127, 0.122, 0.142, 0.122, 0.128, 0.090, 0.084, 0.087],
  "e_above_lowest_kcal_mol": 69.6,
  "max_force_ev_per_a": 1.195,
  "molar_mass_g_mol": 319.38,
  "smiles": "CN(Cc1nc(Cc2cccc(F)c2)no1)CC1CCOCC1",
  "e_lumo_ev": 0.84,
  "e_homo_ha": -0.3290,
  "total_energy_ev": -29267.685
}


> What is the formula in the third record?

C17H22ClN5O5S2